[1]
The following is a DFT calculation (wB97M-V/def2-TZVPD) of C32H32BrN4O2Re as an isolated structure in a non-equilibrium geometry.

Geometry (Å):
Re: 0.3568 0.0462 0.0923
C: -0.4984 -0.1441 4.4308
C: -0.7947 -1.2630 3.4361
C: -1.0910 -2.5873 4.1592
C: 0.3216 -1.4998 2.4479
C: 0.0301 -1.9990 1.1604
C: 1.0652 -2.2683 0.2276
C: 2.4137 -2.1448 0.6053
C: 3.5154 -2.4998 -0.3350
C: 2.6924 -1.7335 1.9202
C: 1.6829 -1.4054 2.8021
H: -1.3825 0.0484 5.0365
H: -0.2242 0.7917 3.9352
H: 0.3020 -0.4156 5.1204
H: -1.6840 -0.9874 2.8580
H: -0.2237 -2.9109 4.7374
H: -1.3550 -3.3845 3.4637
H: -1.9224 -2.4502 4.8493
H: -0.9834 -2.3234 0.9473
H: 0.8295 -2.7554 -0.7115
H: 3.1858 -2.4941 -1.3728
H: 3.8664 -3.5109 -0.1082
H: 4.3682 -1.8321 -0.2184
H: 3.7251 -1.6706 2.2412
H: 1.9425 -1.0894 3.8052
O: 2.6139 1.5398 3.2828
C: 3.3842 2.4647 2.7319
C: 4.3153 3.1150 3.5729
C: 5.1657 4.0499 3.0419
C: 5.1125 4.3529 1.6740
C: 4.1786 3.7149 0.8404
C: 3.3002 2.7863 1.3472
C: 2.2389 2.1865 0.4650
O: 2.0575 0.7923 0.6867
N: 0.9459 2.8030 0.7660
N: -0.0948 2.0561 0.1874
C: -1.2290 2.6392 -0.0813
C: -2.4051 1.9289 -0.4031
Br: -2.2359 0.0108 -0.1796
C: -3.6278 2.3809 -0.8162
C: -4.1482 3.7114 -0.8738
C: -5.2278 3.9224 -1.7546
C: -5.7710 5.1820 -1.9074
C: -5.2786 6.2364 -1.1491
C: -4.2487 6.0335 -0.2272
C: -3.6832 4.7874 -0.0901
H: 2.1248 1.0654 2.5836
H: 4.3406 2.8414 4.6196
H: 5.8875 4.5472 3.6754
H: 5.7925 5.0824 1.2550
H: 4.1530 3.9659 -0.2137
H: 2.5426 2.3351 -0.5793
H: 0.8941 3.7942 0.5458
H: -1.2794 3.7231 -0.0592
H: -4.3132 1.6156 -1.1717
H: -5.6202 3.0916 -2.3282
H: -6.5875 5.3415 -2.5975
H: -5.7176 7.2203 -1.2495
H: -3.9181 6.8522 0.3969
H: -2.9487 4.6284 0.6888
N: 0.8020 -0.2397 -7.3443
C: 0.7239 -0.1879 -6.2002
C: 0.6217 -0.1206 -4.7732
C: -0.0557 -1.1086 -4.0607
C: -0.1300 -1.0092 -2.6910
N: 0.4254 0.0125 -2.0036
C: 1.0699 0.9699 -2.7001
C: 1.1922 0.9381 -4.0701
H: -0.5171 -1.9452 -4.5669
H: -0.6519 -1.7621 -2.1179
H: 1.4914 1.7859 -2.1343
H: 1.7217 1.7274 -4.5849

## Properties
**Frontier orbital gap (spin up / spin down)**: 0.173 / 0.130 hartree
**Molecular weight**: 770.7 Da
**HOMO energy (spin up / spin down)**: -0.5581 / -0.5577 Eh
**Net charge**: +3
**Multiplicity**: 4
**Energy relative to the best compared isomer or geometry (same formula, charge and spin)**: 1.146 eV

=====

[2]
The following is a DFT calculation (wB97M-V/def2-TZVPD) of C45H26N9V as an isolated structure in a non-equilibrium geometry.

Geometry (Å):
V: -0.1688 -0.7600 -1.3734
C: -5.5524 2.5052 1.6373
C: -5.8576 2.1065 0.3003
C: -4.9135 1.5729 -0.5219
C: -3.5938 1.4088 -0.0303
C: -2.4561 0.7949 -0.5695
N: -2.1450 -0.3907 -1.4147
C: -2.1939 -1.3490 -0.4058
C: -3.1297 -1.3502 0.7034
C: -4.5018 -1.4896 0.8195
C: -5.0029 -1.5784 2.1052
C: -4.1493 -1.5424 3.2136
C: -2.7826 -1.3640 3.0728
C: -2.2883 -1.2183 1.7829
C: -0.8426 -1.1051 1.2481
N: -0.4347 0.1587 0.4643
C: 0.9068 0.3628 -0.2317
N: 1.4684 -0.9406 0.1574
C: 2.2452 -0.6754 1.1359
N: 2.3728 -1.4077 2.3227
C: 1.2603 -1.2783 2.9525
N: -0.0273 -0.9433 2.4424
C: -0.4656 0.2609 3.1455
N: -1.2372 1.2291 2.8131
C: -1.9686 1.4060 1.6193
N: -1.4909 0.9882 0.4256
C: -3.2923 1.7914 1.3366
C: -4.3036 2.3545 2.1553
C: 0.2225 0.1241 4.4566
C: 0.0433 0.8625 5.6081
C: 0.8204 0.5304 6.7128
C: 1.7714 -0.4846 6.6405
C: 1.9850 -1.1932 5.4612
C: 1.1751 -0.8904 4.3878
C: 2.6588 0.7565 1.1783
C: 3.5991 1.4337 1.9297
C: 3.6685 2.8134 1.7604
C: 2.8001 3.4780 0.8965
C: 1.8362 2.7882 0.1633
C: 1.7930 1.4177 0.3099
N: -0.9963 -1.9643 -0.0485
H: -6.3353 2.9397 2.2447
H: -6.8672 2.2407 -0.0659
H: -5.1567 1.2767 -1.5339
H: -5.1424 -1.5575 -0.0488
H: -6.0658 -1.7108 2.2566
H: -4.5649 -1.6637 4.2050
H: -2.1497 -1.3486 3.9486
H: -4.0764 2.6584 3.1688
H: -0.6796 1.6668 5.6401
H: 0.6909 1.0738 7.6391
H: 2.3654 -0.7161 7.5145
H: 2.7509 -1.9533 5.3893
H: 4.2568 0.9134 2.6136
H: 4.4035 3.3821 2.3143
H: 2.8738 4.5529 0.7980
H: 1.1549 3.3116 -0.4949
N: 0.5800 -1.0007 -2.9236
C: 1.4269 -0.9954 -3.8855
C: 1.0008 -1.3352 -5.2562
C: 1.7649 -0.9350 -6.3524
C: 1.3345 -1.2238 -7.6381
C: 0.1527 -1.9240 -7.8300
C: -0.6113 -2.3312 -6.7407
C: -0.1923 -2.0330 -5.4579
C: 2.8465 -0.6699 -3.5943
C: 3.8646 -1.5133 -4.0307
C: 5.1782 -1.2456 -3.6746
C: 5.4778 -0.1242 -2.9116
C: 4.4644 0.7317 -2.4989
C: 3.1487 0.4537 -2.8312
H: 2.6832 -0.3842 -6.1985
H: 1.9204 -0.9024 -8.4885
H: -0.1775 -2.1558 -8.8344
H: -1.5294 -2.8814 -6.8961
H: -0.7765 -2.3409 -4.6014
H: 3.6281 -2.3839 -4.6298
H: 5.9684 -1.9104 -3.9963
H: 6.5052 0.0875 -2.6460
H: 4.6979 1.6158 -1.9187
H: 2.3534 1.1161 -2.5174

## Properties
**Frontier orbital gap (spin up / spin down)**: 0.233 / 0.234 hartree
**Molecular weight**: 743.7 Da
**HOMO energy (spin up / spin down)**: -0.3636 / -0.3636 Eh
**Net charge**: +1
**Multiplicity**: 2

=====

[3]
The following is a DFT calculation (wB97M-V/def2-TZVPD) of an isolated molecule of C6H5BrClN3 in a non-equilibrium geometry.

Geometry (Å):
C: -0.4699 -2.4280 -1.2534
C: 0.6251 -0.5252 0.2475
C: -0.5481 -0.2729 -0.3497
C: 1.3077 -1.7040 0.0302
C: -0.6789 1.7929 0.7246
C: 0.7573 1.7689 0.8246
N: -1.1274 -1.3231 -1.0321
N: 0.7585 -2.6878 -0.6494
N: -1.2014 0.8360 -0.2183
Cl: 2.7643 -2.0125 0.8815
Br: 1.7914 2.4767 -0.5771
H: -0.8450 -3.1255 -1.9818
H: -1.1183 1.3824 1.6621
H: -0.9724 2.7812 0.5068
H: 1.1272 2.1639 1.7797
H: -2.1701 0.8769 -0.5952

## Properties
**Frontier orbital gap (spin up / spin down)**: 0.304 / 0.304 hartree
**Molecular weight**: 234.5 Da
**HOMO energy (spin up / spin down)**: -0.3248 / -0.3249 Eh
**Net charge**: 0
**Energy relative to the best compared isomer or geometry (same formula, charge and spin)**: 2.698 eV